(1)
Molecular formula: C5H14NO
Method: DFT, ωB97M-V/def2-TZVPD

Computed properties:
E: -328.6144 Eh
max |F|: 0.016 hartree/bohr
ΔE to the lowest compared entry with this formula, charge and spin: 188.7 kJ/mol
Kohn-Sham gap: 0.37998 Ha
charge: +1
multiplicity: 1

```
21
C5H14NO ωB97M-V/def2-TZVPD
C 2.396 0.989 0.006
C 2.344 -0.431 0.545
N 1.074 -0.674 1.299
H 3.389 1.193 -0.386
H 1.652 1.120 -0.785
H 2.179 1.706 0.801
H 2.348 -1.189 -0.241
H 3.191 -0.615 1.202
H 1.002 0.042 2.025
H 0.971 -1.600 1.711
H 0.242 -0.548 0.679
C -1.368 -0.308 -1.182
O -1.384 0.784 -2.090
C -1.617 0.217 0.206
C -2.127 -0.489 1.214
H -0.350 -0.743 -1.231
H -2.067 -1.098 -1.461
H -0.964 0.457 -2.892
H -1.362 1.270 0.325
H -2.424 -0.029 2.149
H -2.301 -1.557 1.117
```

=====

(2)
Molecular formula: C3H23N2O12
Method: DFT, ωB97M-V/def2-TZVPD

Computed properties:
E: -1140.6878 Eh
max |F|: 0.046 hartree/bohr
ΔE to the lowest compared entry with this formula, charge and spin: 154.5 kJ/mol
Kohn-Sham gap: 0.34689 Ha
charge: -1
multiplicity: 1

```
40
C3H23N2O12 ωB97M-V/def2-TZVPD
O 4.012 0.559 -0.802
C 3.023 0.071 -0.297
N 2.859 0.054 1.077
C 1.878 -0.535 -1.066
N 1.101 0.470 -1.779
C 0.026 1.053 -0.972
O -0.081 2.280 -1.010
O -0.678 0.212 -0.340
H 1.896 -0.033 1.391
H 3.603 0.452 1.600
H 1.225 -1.156 -0.452
H 2.370 -1.245 -1.785
H 1.684 1.134 -2.258
H -1.890 2.667 -0.532
H -2.446 1.284 -0.359
O -2.610 2.201 -0.115
H -1.936 2.968 2.762
H -2.333 1.880 1.549
O -2.269 2.109 2.506
H -0.637 1.426 2.554
H -0.386 0.447 1.373
O -0.043 0.716 2.248
H -1.522 -4.205 1.647
H -1.303 -2.880 2.593
O -0.940 -3.607 2.063
H -0.568 -3.058 -2.135
H 0.712 -2.852 -2.977
O -0.125 -3.322 -2.969
H -1.098 -2.145 -4.635
H -0.562 -1.097 -3.778
O -1.012 -1.179 -4.623
H -0.845 -0.811 2.911
H -2.111 -0.678 3.821
O -1.549 -1.290 3.378
H -1.238 -1.397 -0.607
H -1.054 -2.647 0.059
O -1.393 -2.350 -0.806
H 0.734 2.630 1.549
H -0.230 3.725 1.136
O 0.311 3.434 1.876
```

=====

(3)
Molecular formula: C18H54O18
Method: DFT, ωB97M-V/def2-TZVPD

Computed properties:
E: -2072.4027 Eh
max |F|: 0.039 hartree/bohr
ΔE to the lowest compared entry with this formula, charge and spin: 0.0 kJ/mol
Kohn-Sham gap: 0.37400 Ha
multiplicity: 1
structure (SMILES): OCCO.OCCO.OCCO.OCCO.OCCO.OCCO.OCCO.OCCO.OCCO

```
90
C18H54O18 ωB97M-V/def2-TZVPD
C 2.196 5.539 2.001
C 1.480 4.281 2.421
O 2.436 3.365 2.997
O 3.266 5.151 1.155
H 2.611 6.085 2.859
H 1.491 6.272 1.587
H 1.029 3.790 1.549
H 0.724 4.413 3.194
H 3.235 3.481 2.463
H 3.645 5.927 0.735
C -1.737 -4.072 1.450
C -2.429 -3.699 0.148
O -3.243 -2.549 0.367
O -0.500 -3.346 1.563
H -1.441 -5.118 1.386
H -2.362 -3.853 2.314
H -3.065 -4.541 -0.168
H -1.737 -3.549 -0.680
H -3.209 -1.968 -0.413
H -0.667 -2.422 1.320
C 4.650 -0.647 -1.352
C 4.626 -1.805 -2.327
O 3.270 -2.035 -2.755
O 4.112 0.517 -1.963
H 5.691 -0.433 -1.101
H 4.094 -0.887 -0.444
H 4.958 -2.739 -1.865
H 5.256 -1.590 -3.192
H 3.291 -2.298 -3.677
H 3.204 0.596 -1.645
C 3.661 -2.325 2.839
C 3.659 -2.353 4.350
O 4.919 -2.833 4.857
O 3.479 -3.597 2.230
H 4.596 -1.920 2.450
H 2.893 -1.620 2.484
H 2.862 -2.958 4.789
H 3.591 -1.350 4.775
H 4.884 -3.792 4.907
H 2.579 -3.874 2.439
C -2.267 -1.352 -2.920
C -1.174 -0.448 -3.497
O -0.056 -0.382 -2.613
O -2.909 -0.714 -1.816
H -1.790 -2.220 -2.471
H -2.993 -1.565 -3.707
H -1.472 0.585 -3.649
H -0.866 -0.925 -4.435
H 0.330 -1.260 -2.502
H -3.306 0.154 -1.984
C -3.728 0.281 4.239
C -3.352 -0.314 2.903
O -4.473 -1.058 2.426
O -3.968 -0.774 5.193
H -4.670 0.830 4.114
H -2.984 0.918 4.710
H -2.549 -1.053 3.030
H -2.978 0.387 2.145
H -4.145 -1.662 1.744
H -4.768 -1.198 4.858
C -0.363 0.573 0.929
C 1.129 0.624 0.682
O 1.443 1.065 -0.646
O -0.978 -0.615 0.461
H -0.909 1.457 0.588
H -0.471 0.624 2.021
H 1.550 -0.382 0.816
H 1.696 1.252 1.370
H 0.904 0.543 -1.259
H -1.275 -0.450 -0.446
C 1.395 1.859 -5.732
C 2.065 0.934 -4.748
O 3.437 1.317 -4.694
O 0.026 1.489 -5.913
H 1.928 1.810 -6.686
H 1.481 2.890 -5.374
H 2.011 -0.096 -5.123
H 1.632 0.985 -3.749
H 3.749 1.215 -3.782
H -0.278 1.878 -6.736
C -4.095 2.303 -0.381
C -4.969 1.352 0.404
O -6.301 1.359 -0.078
O -4.001 1.939 -1.745
H -3.083 2.292 0.029
H -4.407 3.337 -0.186
H -4.954 1.638 1.461
H -4.535 0.350 0.308
H -6.848 0.892 0.558
H -4.856 2.089 -2.165
```

=====

(4)
Molecular formula: C4H9NO2
Method: DFT, ωB97M-V/def2-TZVPD

Computed properties:
E: -362.8591 Eh
max |F|: 0.099 hartree/bohr
ΔE to the lowest compared entry with this formula, charge and spin: 594.6 kJ/mol
Kohn-Sham gap: 0.32032 Ha
multiplicity: 1
structure (SMILES): CCC=O.C=NO

```
16
C4H9NO2 ωB97M-V/def2-TZVPD
C -0.925 1.389 0.043
C -0.465 -1.177 -0.366
C 0.106 -1.394 1.024
N 0.233 1.929 -0.237
C 0.412 0.062 -1.388
O 1.218 1.625 0.741
O 0.108 0.138 -2.540
H 1.887 2.311 0.623
H 1.403 0.005 -0.932
H -1.657 1.234 -0.738
H -1.375 1.524 1.016
H -1.555 -1.194 -0.391
H -0.139 -1.984 -1.026
H -0.003 -2.438 1.328
H -0.427 -0.832 1.791
H 1.179 -1.199 1.051
```

=====

(5)
Molecular formula: C5H13N5
Method: DFT, ωB97M-V/def2-TZVPD

Computed properties:
E: -471.3323 Eh
max |F|: 0.131 hartree/bohr
ΔE to the lowest compared entry with this formula, charge and spin: 356.2 kJ/mol
Kohn-Sham gap: 0.35335 Ha
charge: +2
multiplicity: 1
structure (SMILES): CN([NH3+])[C@@H]1N=CN=C[C@H]1[NH3+]

```
23
C5H13N5 ωB97M-V/def2-TZVPD
C 2.364 -0.709 0.023
C 2.123 1.558 0.183
C 0.895 -0.873 -0.585
C 0.182 0.254 0.310
C -2.295 -0.153 0.752
N 2.836 0.388 0.210
N 0.866 1.620 0.211
N -1.236 0.458 -0.088
N 0.287 -2.226 -0.363
N -1.512 1.822 -0.477
H 2.861 -1.641 0.224
H 2.644 2.465 0.086
H 0.982 -0.656 -1.629
H 0.384 0.026 1.373
H -2.972 -0.573 0.092
H -1.671 -0.974 1.383
H -2.643 0.620 1.285
H 1.007 -2.876 -0.011
H -0.056 -2.648 -1.246
H -0.468 -2.191 0.264
H -2.177 2.268 0.037
H -0.579 2.190 -0.479
H -1.820 1.850 -1.556
```

=====

(6)
Molecular formula: C2H6NO2P
Method: DFT, ωB97M-V/def2-TZVPD

Computed properties:
E: -626.2288 Eh
max |F|: 0.078 hartree/bohr
ΔE to the lowest compared entry with this formula, charge and spin: 503.0 kJ/mol
Kohn-Sham gap: 0.34359 Ha
multiplicity: 1
structure (SMILES): CN(O)[PH2]=C=O

```
12
C2H6NO2P ωB97M-V/def2-TZVPD
C 3.248 0.055 0.650
C -0.250 1.287 0.019
N 0.102 -0.084 0.270
O 4.139 0.262 -0.013
O -1.026 -1.050 0.326
P 1.439 -0.848 -0.297
H -0.408 1.490 -0.975
H -1.221 1.611 0.511
H 0.439 1.926 0.544
H -1.482 -0.864 1.115
H 0.829 -1.629 -1.401
H 0.940 -1.856 0.501
```

=====

(7)
Molecular formula: C5H7NO2
Method: DFT, ωB97M-V/def2-TZVPD

Computed properties:
E: -399.8695 Eh
max |F|: 0.073 hartree/bohr
ΔE to the lowest compared entry with this formula, charge and spin: 252.2 kJ/mol
Kohn-Sham gap: 0.33789 Ha
multiplicity: 1
structure (SMILES): [H]/N=C(/C)OC(C)=C=O

```
15
C5H7NO2 ωB97M-V/def2-TZVPD
C 1.529 -0.045 -0.829
C -1.198 1.517 -0.086
C 1.022 -0.768 0.379
C -0.929 0.116 0.373
O 0.085 -0.062 1.303
N 1.551 -1.848 0.800
C -1.856 -0.842 0.316
O -2.459 -1.830 0.157
H 1.024 -2.240 1.583
H 2.490 -0.472 -1.123
H 1.672 1.013 -0.606
H 0.853 -0.181 -1.676
H -2.042 1.944 0.463
H -0.333 2.155 0.106
H -1.409 1.545 -1.159
```

=====

(8)
Molecular formula: C131H106N4O19
Method: DFT, ωB97M-V/def2-TZVPD

Computed properties:
E: -6703.7293 Eh
max |F|: 0.121 hartree/bohr
ΔE to the lowest compared entry with this formula, charge and spin: 256.8 kJ/mol
Kohn-Sham gap: 0.23734 Ha
multiplicity: 1
structure (SMILES): O=C1c2ccccc2C(=O)c2ccccc21.O=C1c2ccccc2C(=O)c2ccccc21.O=C1c2ccccc2C(=O)c2ccccc21.O=C1c2ccccc2C(=O)c2ccccc21.O=C1c2ccccc2C(=O)c2ccccc21.O=C1c2ccccc2C(=O)c2ccccc21.O=C1c2ccccc2C(=O)c2ccccc21.O=C1c2ccccc2C(=O)c2ccccc21.CC1(C)CCCC(C)(C)N1O.CC1(C)CCCC(C)(C)N1O.NC(N)=O

```
260
C131H106N4O19 ωB97M-V/def2-TZVPD
C 3.577 -15.707 -8.878
C 4.683 -15.982 -8.074
C 4.943 -15.073 -6.967
C 4.041 -14.011 -6.695
C 2.979 -13.791 -7.556
C 2.689 -14.659 -8.615
C 2.230 -12.509 -7.454
O 1.340 -12.111 -8.310
C 2.400 -11.681 -6.278
C 1.350 -10.862 -5.830
C 1.581 -9.978 -4.797
C 2.561 -10.118 -3.903
C 3.584 -11.117 -4.163
C 3.504 -11.920 -5.316
C 4.329 -13.140 -5.515
O 5.259 -13.508 -4.729
H 3.341 -16.321 -9.735
H 5.387 -16.773 -8.289
H 5.813 -15.145 -6.332
H 1.949 -14.420 -9.365
H 0.570 -10.679 -6.554
H 0.854 -9.185 -4.707
H 2.595 -9.513 -3.010
H 4.201 -11.415 -3.328
C 9.094 -1.182 -3.534
C 8.037 -1.352 -4.376
C 7.486 -0.251 -5.032
C 7.936 1.030 -4.878
C 9.104 1.143 -4.089
C 9.674 0.084 -3.303
C 9.769 2.441 -3.882
O 10.845 2.544 -3.122
C 9.227 3.572 -4.722
C 10.116 4.734 -4.961
C 9.889 5.682 -5.989
C 8.648 5.608 -6.667
C 7.736 4.551 -6.434
C 8.051 3.425 -5.535
C 7.235 2.179 -5.489
O 6.194 2.034 -6.159
H 9.479 -2.058 -3.032
H 7.781 -2.398 -4.467
H 6.498 -0.466 -5.410
H 10.444 0.271 -2.568
H 11.114 4.829 -4.558
H 10.409 6.612 -6.165
H 8.519 6.438 -7.346
H 6.986 4.574 -7.211
C 7.051 -5.396 4.603
C 8.129 -4.520 4.652
C 9.383 -4.832 4.039
C 9.689 -6.046 3.398
C 8.487 -6.888 3.226
C 7.240 -6.577 3.854
C 8.657 -8.058 2.295
O 7.764 -8.935 2.203
C 9.878 -8.252 1.521
C 10.033 -9.148 0.405
C 11.249 -9.372 -0.175
C 12.445 -8.735 0.277
C 12.301 -7.747 1.225
C 11.059 -7.494 1.904
C 11.011 -6.344 2.733
O 12.029 -5.773 3.035
H 6.261 -5.191 5.310
H 8.103 -3.699 5.354
H 10.154 -4.124 4.304
H 6.414 -7.270 3.794
H 9.178 -9.715 0.066
H 11.163 -10.082 -0.984
H 13.350 -8.840 -0.302
H 13.184 -7.130 1.306
C 2.363 4.601 12.852
C 3.405 5.198 13.556
C 4.717 5.101 13.132
C 5.033 4.524 11.852
C 3.906 3.975 11.114
C 2.587 3.973 11.657
C 4.129 3.439 9.699
O 3.232 2.962 9.021
C 5.546 3.436 9.117
C 5.791 2.892 7.889
C 7.043 2.783 7.332
C 8.188 3.155 8.132
C 7.912 3.646 9.423
C 6.627 3.805 10.003
C 6.435 4.420 11.385
O 7.405 4.737 12.123
H 1.356 4.793 13.195
H 3.313 5.609 14.551
H 5.389 5.591 13.821
H 1.732 3.534 11.165
H 4.897 2.599 7.359
H 7.101 2.480 6.297
H 9.185 3.183 7.719
H 8.742 4.041 9.989
C -17.909 3.657 -1.196
C -17.865 3.368 -2.592
C -16.627 3.145 -3.203
C -15.429 3.269 -2.462
C -15.435 3.738 -1.100
C -16.702 3.855 -0.526
C -14.225 3.947 -0.303
O -14.348 4.063 0.924
C -12.992 3.785 -1.012
C -11.793 3.873 -0.243
C -10.556 3.862 -0.822
C -10.449 3.393 -2.164
C -11.643 3.269 -2.885
C -12.914 3.391 -2.329
C -14.186 3.046 -3.149
O -14.164 2.571 -4.275
H -18.824 3.874 -0.666
H -18.833 3.270 -3.061
H -16.746 2.856 -4.237
H -16.649 4.088 0.527
H -11.848 4.053 0.820
H -9.720 3.976 -0.147
H -9.450 3.149 -2.493
H -11.559 2.886 -3.891
C -9.901 -4.078 -10.205
C -9.647 -5.184 -10.985
C -8.345 -5.702 -11.089
C -7.224 -5.106 -10.470
C -7.459 -3.860 -9.812
C -8.796 -3.425 -9.521
C -6.371 -2.892 -9.307
O -6.638 -1.836 -8.704
C -4.953 -3.483 -9.278
C -3.989 -2.755 -8.536
C -2.720 -3.304 -8.421
C -2.395 -4.512 -8.970
C -3.410 -5.222 -9.612
C -4.644 -4.708 -9.884
C -5.707 -5.475 -10.689
O -5.392 -6.369 -11.505
H -10.928 -3.760 -10.101
H -10.464 -5.632 -11.532
H -8.348 -6.640 -11.625
H -9.126 -2.538 -8.999
H -4.127 -1.954 -7.825
H -2.019 -2.845 -7.740
H -1.406 -4.916 -8.812
H -3.115 -6.136 -10.106
C -1.372 -3.891 14.394
C -1.195 -3.253 13.214
C -2.058 -3.407 12.139
C -3.153 -4.254 12.216
C -3.315 -5.048 13.372
C -2.451 -4.834 14.417
C -4.509 -5.952 13.537
O -4.709 -6.570 14.598
C -5.315 -6.166 12.197
C -6.233 -7.208 12.184
C -7.113 -7.424 11.096
C -6.867 -6.725 9.904
C -5.936 -5.651 9.969
C -5.076 -5.412 11.047
C -4.113 -4.281 11.034
O -4.172 -3.521 10.075
H -0.760 -3.759 15.274
H -0.350 -2.583 13.266
H -1.935 -2.769 11.276
H -2.491 -5.344 15.367
H -6.264 -7.836 13.062
H -7.844 -8.213 11.196
H -7.348 -6.932 8.960
H -5.819 -4.949 9.157
C 7.309 7.665 3.251
C 8.151 8.025 4.303
C 7.564 8.580 5.473
C 6.138 8.787 5.548
C 5.387 8.573 4.329
C 5.981 7.901 3.250
C 3.856 8.887 4.177
O 3.272 8.707 3.159
C 3.164 9.052 5.528
C 1.792 8.904 5.668
C 1.151 9.056 6.884
C 1.846 9.376 8.055
C 3.185 9.549 7.956
C 3.894 9.298 6.726
C 5.408 9.330 6.719
O 6.097 9.788 7.658
H 7.680 7.378 2.278
H 9.218 7.906 4.184
H 8.166 8.850 6.328
H 5.379 7.733 2.369
H 1.293 8.695 4.733
H 0.089 8.991 7.065
H 1.372 9.297 9.022
H 3.733 9.862 8.833
C -5.802 5.055 6.918
O -6.891 5.628 6.839
N -5.326 4.452 8.004
N -4.946 5.249 5.952
H -5.945 4.033 8.683
H -4.323 4.533 8.082
H -4.054 4.854 5.689
H -5.194 6.018 5.346
C 0.613 0.854 -0.670
C 0.779 1.167 0.829
C -0.464 2.103 1.173
C -1.724 1.303 1.681
C -1.403 0.345 2.703
C -0.342 -0.729 2.206
N 0.831 -0.037 1.678
O 2.045 -0.761 1.498
C 0.105 -1.479 3.624
C -1.114 -1.635 1.206
C 2.061 2.019 0.980
H 0.506 1.723 -1.319
H -0.295 0.360 -1.015
H 1.292 0.135 -1.128
H -0.103 2.826 1.905
H -0.778 2.695 0.313
H -2.241 0.689 0.943
H -2.551 1.967 1.931
H -2.302 -0.237 2.907
H -1.062 0.860 3.601
H -0.753 -1.781 4.224
H 0.690 -2.365 3.376
H 0.718 -0.806 4.224
H -2.006 -2.111 1.614
H -1.360 -1.127 0.273
H -0.442 -2.268 0.627
H 2.400 2.426 1.932
H 2.139 2.834 0.261
H 2.943 1.438 0.708
H 2.496 -0.705 2.343
C -4.882 9.497 -10.970
C -4.931 8.124 -10.266
C -4.634 7.273 -11.468
C -4.486 5.789 -11.165
C -3.257 5.658 -10.098
C -3.396 6.509 -8.756
N -3.842 7.925 -9.208
O -3.810 8.914 -8.193
C -4.374 6.035 -7.642
C -1.973 6.489 -8.119
C -6.417 7.972 -9.770
H -5.112 10.125 -10.110
H -5.707 9.598 -11.676
H -3.881 9.628 -11.380
H -5.435 7.326 -12.205
H -3.730 7.625 -11.966
H -4.364 5.094 -11.996
H -5.419 5.429 -10.730
H -2.343 5.649 -10.692
H -3.411 4.634 -9.758
H -5.382 5.787 -7.976
H -4.100 4.987 -7.518
H -4.164 6.610 -6.740
H -1.961 7.100 -7.217
H -1.467 5.574 -7.808
H -1.311 6.928 -8.865
H -6.732 6.957 -9.528
H -7.155 8.391 -10.454
H -6.600 8.560 -8.871
H -2.937 9.291 -8.323
```